Entry 1:
C5H8O | the ωB97M-V functional and the def2-TZVPD basis

- SMILES: C#C[C@H](O)CC
- ΔE to the lowest compared entry with this formula, charge and spin: 2.437 eV
- HOMO level: -10.17 eV
- Spin multiplicity: 1

Last column: natural (NBO) charge in e.
CARTESIAN COORDINATES (ANGSTROEM)
1 C -1.676 1.093 0.005  -0.611
2 C -0.969 -0.257 -0.020  -0.401
3 C 0.461 -0.259 0.516  0.026
4 O 0.760 -1.615 0.825  -0.699
5 C 1.493 0.145 -0.459  -0.037
6 C 2.465 -0.074 -1.140  -0.235
7 H -1.698 1.513 1.018  0.203
8 H -2.715 0.974 -0.321  0.216
9 H -1.200 1.824 -0.657  0.209
10 H -0.957 -0.672 -1.034  0.212
11 H -1.504 -0.972 0.614  0.219
12 H 0.524 0.360 1.425  0.184
13 H 1.717 -1.664 0.943  0.475
14 H 3.299 -0.397 -1.716  0.238

Entry 2:
C5H8O | the ωB97M-V functional and the def2-TZVPD basis

- SMILES: C[C@H]1C[C@H]1C=O
- ΔE to the lowest compared entry with this formula, charge and spin: 1.973 eV
- HOMO level: -9.62 eV
- Spin multiplicity: 1

Last column: natural (NBO) charge in e.
CARTESIAN COORDINATES (ANGSTROEM)
1 C -1.420 -0.867 -0.330  -0.610
2 C -0.570 0.338 -0.595  -0.193
3 C -0.083 1.219 0.460  -0.349
4 C 0.928 0.277 -0.397  -0.393
5 C 1.667 -0.487 0.608  0.410
6 O 1.365 -0.466 1.784  -0.559
7 H -1.059 -1.412 0.548  0.221
8 H -2.462 -0.583 -0.169  0.214
9 H -1.362 -1.535 -1.195  0.213
10 H -0.780 0.883 -1.511  0.217
11 H -0.362 0.912 1.480  0.249
12 H 0.068 2.281 0.371  0.220
13 H 1.475 0.442 -1.342  0.239
14 H 2.595 -1.002 0.287  0.122

Entry 3:
C5H8O | the ωB97M-V functional and the def2-TZVPD basis

- ΔE to the lowest compared entry with this formula, charge and spin: 6.121 eV
- HOMO level: -8.11 eV
- Spin multiplicity: 1

Last column: natural (NBO) charge in e.
CARTESIAN COORDINATES (ANGSTROEM)
1 C -2.694 -0.209 0.052  -0.562
2 C -1.385 0.539 -0.177  0.109
3 C 0.859 -0.347 0.479  0.074
4 C 1.532 0.886 0.159  -0.438
5 C 2.046 -0.508 -0.400  -0.437
6 H -3.439 0.701 -0.160  0.209
7 H -2.863 -1.528 0.337  0.277
8 H -0.990 1.791 -0.290  0.212
9 H 0.891 -0.752 1.531  0.200
10 H 2.111 1.342 0.940  0.222
11 H 1.056 1.565 -0.573  0.229
12 H 1.870 -0.732 -1.427  0.227
13 H 2.833 -1.134 -0.024  0.223
14 O -0.453 -0.427 -0.126  -0.546

Entry 4:
C5H8O | the ωB97M-V functional and the def2-TZVPD basis

- SMILES: O=CCC1CC1
- ΔE to the lowest compared entry with this formula, charge and spin: 1.796 eV
- HOMO level: -9.72 eV
- Spin multiplicity: 1

Last column: natural (NBO) charge in e.
CARTESIAN COORDINATES (ANGSTROEM)
1 C -1.446 0.065 -0.073  -0.504
2 C -1.046 0.561 1.243  0.438
3 O -0.847 1.719 1.502  -0.535
4 C -0.029 -0.448 -0.621  -0.218
5 C 1.168 0.431 -0.850  -0.427
6 C 1.313 -0.718 0.094  -0.417
7 H -2.104 -0.807 -0.003  0.222
8 H -0.885 -0.240 1.972  0.103
9 H -2.026 0.874 -0.565  0.236
10 H -0.223 -1.169 -1.394  0.216
11 H 1.132 1.422 -0.409  0.230
12 H 1.661 0.375 -1.814  0.217
13 H 1.915 -1.576 -0.226  0.222
14 H 1.419 -0.489 1.146  0.217

Entry 5:
C5H8O | the ωB97M-V functional and the def2-TZVPD basis

- ΔE to the lowest compared entry with this formula, charge and spin: 4.072 eV
- HOMO level: -9.90 eV
- Spin multiplicity: 1

Last column: natural (NBO) charge in e.
CARTESIAN COORDINATES (ANGSTROEM)
1 C 1.824 0.349 -0.437  -0.613
2 C 0.716 -0.670 -0.220  -0.383
3 C 0.888 -1.833 0.360  0.233
4 C -0.715 -0.330 -0.656  -0.430
5 C -1.598 0.082 0.531  -0.056
6 O -0.934 0.963 1.409  -0.715
7 H 1.556 1.301 0.038  0.235
8 H 2.780 0.015 -0.026  0.228
9 H 1.973 0.539 -1.509  0.226
10 H -0.640 0.500 -1.369  0.223
11 H -1.179 -1.171 -1.179  0.231
12 H -2.479 0.617 0.161  0.184
13 H -1.960 -0.809 1.070  0.165
14 H -0.231 0.447 1.828  0.471

Entry 6:
C5H8O | the ωB97M-V functional and the def2-TZVPD basis

- SMILES: C[C@H]1C[C@H]1C=O
- ΔE to the lowest compared entry with this formula, charge and spin: 1.358 eV
- HOMO level: -9.69 eV
- Spin multiplicity: 1

Last column: natural (NBO) charge in e.
CARTESIAN COORDINATES (ANGSTROEM)
1 C 1.085 1.211 0.589  -0.609
2 C 0.883 -0.018 -0.279  -0.201
3 C 0.206 -1.212 0.279  -0.391
4 C -0.475 -0.409 -0.834  -0.343
5 C -1.815 0.038 -0.393  0.435
6 O -2.849 -0.296 -0.928  -0.534
7 H 0.193 1.453 1.178  0.207
8 H 1.918 1.052 1.284  0.216
9 H 1.315 2.092 -0.022  0.219
10 H 1.690 -0.187 -0.990  0.226
11 H -0.227 -1.046 1.264  0.211
12 H 0.347 -2.260 0.031  0.234
13 H -0.468 -0.870 -1.817  0.233
14 H -1.813 0.541 0.600  0.097